Density functional theory data (wB97M-V/def2-TZVPD) for a molecular structure, C30H93N15O8P5Y in a non-equilibrium geometry.

Properties
Energy ... -4367.3856 a.u.
Energy relative to the best compared isomer or geometry (same formula, charge and spin) ... 0.0 kcal per mole
HOMO ... -7.61 eV
LUMO ... -2.49 eV

The geometry in XYZ format:
```
152
Properties=species:S:1:pos:R:3:forces:R:3
Y -0.917 0.090 -1.019 -0.1 -0.8 -1.3
O -2.651 -0.137 0.254 -1.0 0.1 0.2
H -3.567 -0.147 0.595 1.1 0.0 -0.6
O 1.061 0.855 -1.687 0.4 0.4 -0.1
H 1.782 1.410 -2.043 -1.0 -0.8 0.6
O -1.605 -0.818 -2.919 -0.2 0.0 -0.2
H -1.977 -1.093 -3.780 0.5 0.3 1.1
O -0.115 0.618 1.146 1.5 1.3 1.3
P 0.232 1.305 2.439 -2.6 1.3 1.0
N 1.724 0.901 3.090 -2.9 -2.5 -3.4
C 2.077 1.329 4.333 2.0 -0.6 2.4
C 2.775 0.745 2.060 -0.6 1.6 1.5
N -1.011 1.032 3.642 -0.7 -0.2 -0.4
C -2.453 1.412 3.286 1.3 1.6 -1.0
C -1.117 -0.331 4.184 0.9 -0.4 -0.6
N 0.226 3.034 2.399 0.0 0.1 -0.2
C 0.657 3.723 1.174 -0.8 -0.5 -0.5
C 0.184 3.987 3.535 0.0 -1.3 0.3
H 2.329 2.390 4.340 0.2 0.1 0.7
H 2.919 0.664 4.524 1.2 0.8 0.4
H 1.519 0.938 5.183 -1.1 0.8 -0.2
H 2.200 0.435 1.187 1.1 -0.2 -0.5
H 3.673 0.243 2.420 -0.5 -1.3 -0.1
H 3.221 1.740 2.033 -0.2 0.4 -1.1
H -2.551 2.489 3.419 -0.1 0.1 0.6
H -2.701 1.320 2.229 0.4 -0.7 -0.2
H -3.217 0.876 3.850 0.6 0.0 0.3
H -1.347 -1.047 3.395 0.2 -0.2 -0.2
H -0.159 -0.585 4.638 -0.1 -0.3 0.2
H -1.945 -0.468 4.880 0.3 0.5 0.3
H 0.493 4.800 1.152 0.2 0.2 1.0
H 1.706 3.520 0.960 -0.1 0.1 -0.4
H -0.028 3.482 0.361 0.5 -0.8 -0.4
H 1.080 4.599 3.640 0.1 0.3 -0.8
H 0.205 3.492 4.506 -0.7 -0.4 -0.1
H -0.711 4.599 3.425 0.1 0.2 0.2
O 5.410 6.258 -1.580 0.1 -0.3 -0.6
P 5.336 4.793 -1.775 -2.4 -0.5 -0.4
N 6.465 4.111 -2.808 0.6 -0.9 0.4
C 7.013 2.778 -2.397 -1.1 0.7 -1.3
C 7.175 4.874 -3.869 -0.1 0.5 1.2
N 3.819 4.256 -2.528 2.8 -0.4 0.4
C 3.685 2.961 -3.224 0.3 1.0 -0.6
C 2.590 4.996 -2.328 0.9 -1.0 0.6
N 5.361 4.071 -0.246 1.2 -0.6 0.3
C 6.337 4.428 0.869 -0.9 0.6 -1.4
C 4.619 2.865 0.109 0.5 0.0 0.0
H 7.908 2.835 -1.778 -0.1 -0.1 0.0
H 7.159 2.184 -3.300 0.7 0.2 -0.2
H 6.198 2.192 -1.972 0.3 0.2 0.8
H 7.354 4.378 -4.823 -0.4 -0.6 0.2
H 8.137 5.196 -3.472 0.3 0.0 -0.1
H 6.640 5.800 -4.082 -0.2 -0.1 0.1
H 4.521 2.285 -3.042 -0.4 -0.1 0.3
H 2.704 2.506 -3.085 0.2 -0.1 0.7
H 3.683 3.116 -4.302 0.2 0.2 -0.4
H 2.163 4.577 -1.417 -0.6 0.6 0.4
H 2.922 6.032 -2.256 -0.9 0.2 0.0
H 1.913 4.712 -3.134 -0.1 0.7 -0.2
H 7.383 4.503 0.574 0.0 -0.3 -0.4
H 6.096 5.426 1.235 -0.2 -0.1 0.3
H 6.232 3.652 1.627 0.1 0.4 0.1
H 4.341 2.276 -0.765 -0.7 0.3 0.2
H 3.824 3.101 0.815 -0.5 0.1 -0.6
H 5.241 2.195 0.702 0.4 -0.2 -0.1
O -2.336 -4.275 4.153 -0.2 0.5 0.2
P -3.274 -5.047 3.322 -1.8 -0.6 -1.1
N -3.819 -4.229 1.936 0.7 -0.7 0.8
C -4.706 -4.776 0.897 0.9 0.1 0.4
C -3.855 -2.771 1.964 0.2 0.0 -0.3
N -4.697 -5.524 4.223 2.3 0.2 0.7
C -4.476 -5.711 5.679 -0.1 0.9 -0.5
C -5.971 -6.002 3.732 0.4 0.2 -1.3
N -2.526 -6.405 2.692 -1.2 0.2 -1.2
C -2.686 -7.707 3.239 -0.9 -0.5 0.1
C -1.266 -6.293 1.898 -1.9 1.6 2.6
H -4.436 -5.803 0.654 -0.3 -0.2 0.4
H -4.552 -4.246 -0.043 0.1 0.3 0.1
H -5.742 -4.632 1.201 -0.2 -0.3 -0.2
H -3.576 -2.345 2.927 -0.3 -0.2 0.1
H -4.863 -2.510 1.641 -0.1 0.6 0.3
H -3.146 -2.343 1.255 0.0 0.0 -0.2
H -3.418 -5.732 5.941 0.0 -0.1 -0.2
H -4.874 -4.833 6.188 -0.2 -0.1 0.3
H -4.972 -6.608 6.051 0.0 -0.1 -0.1
H -6.724 -5.267 3.446 0.1 0.8 0.4
H -5.746 -6.459 2.768 -0.5 -0.9 0.1
H -6.480 -6.633 4.461 0.4 -0.4 -0.2
H -1.882 -8.327 2.842 0.1 -0.1 0.6
H -2.733 -7.672 4.328 0.3 -0.5 0.1
H -3.602 -8.161 2.862 -0.3 -0.3 0.2
H -1.272 -6.994 1.064 0.4 0.3 0.1
H -0.626 -6.439 2.768 1.5 -0.4 -1.0
H -1.286 -5.218 1.720 0.9 -0.1 -1.1
O -0.076 -2.042 -0.458 0.2 -0.4 1.0
P 0.875 -3.186 -0.390 0.0 -1.1 -1.2
N 1.379 -3.644 1.191 1.3 0.4 -1.8
C 1.264 -2.963 2.464 -0.7 0.5 -0.3
C 2.559 -4.581 1.268 -2.2 -0.7 -0.4
N 2.304 -2.906 -1.276 -1.1 -0.6 0.3
C 2.619 -3.195 -2.709 -1.3 -0.3 1.8
C 3.308 -2.056 -0.724 0.2 -0.2 1.3
N 0.108 -4.558 -1.141 2.7 1.6 1.3
C -1.248 -4.552 -1.596 -0.2 0.9 0.0
C 0.843 -5.757 -1.506 0.0 0.6 0.9
H 0.601 -2.098 2.473 -0.2 -0.2 -0.3
H 2.251 -2.596 2.744 0.0 -0.1 0.4
H 0.864 -3.732 3.126 0.2 0.4 0.7
H 2.899 -4.738 2.291 0.2 0.7 -0.1
H 3.350 -4.352 0.554 0.0 -0.1 0.2
H 2.065 -5.533 1.072 0.7 -0.5 -0.5
H 3.250 -2.407 -3.119 -0.2 0.0 0.1
H 3.150 -4.144 -2.648 0.1 -0.1 -0.9
H 1.651 -3.225 -3.210 0.3 -0.3 -0.5
H 4.230 -2.631 -0.636 0.7 0.4 -0.9
H 3.309 -1.124 -1.289 0.6 0.1 0.2
H 3.175 -1.864 0.341 -0.7 0.4 0.0
H -1.676 -5.553 -1.647 0.2 -0.1 0.2
H -1.830 -3.971 -0.881 -0.3 0.2 -0.5
H -1.200 -4.119 -2.596 -1.0 0.2 -0.1
H 0.752 -6.406 -0.636 -0.1 -1.0 -0.5
H 1.915 -5.599 -1.625 -0.1 0.2 -0.3
H 0.374 -6.094 -2.431 0.4 -0.6 0.1
O -1.793 2.074 -1.865 -0.8 0.8 -1.0
P -2.490 3.068 -2.736 -2.9 0.9 -1.1
N -2.023 3.062 -4.364 -2.1 2.9 1.3
C -2.822 3.681 -5.458 -1.0 0.2 0.9
C -1.132 2.089 -4.772 1.5 -1.4 -0.5
N -2.345 4.643 -2.121 -0.4 -1.0 -2.0
C -1.459 5.571 -2.823 0.6 1.4 -0.7
C -3.104 5.097 -0.964 1.1 1.9 0.4
N -4.239 2.784 -2.988 0.4 3.1 2.1
C -5.313 3.785 -3.231 1.0 0.2 -1.6
C -4.641 1.437 -3.129 0.7 -1.3 -0.2
H -2.704 3.224 -6.441 0.5 -0.5 0.3
H -2.691 4.749 -5.631 0.8 0.2 0.4
H -3.893 3.643 -5.262 0.0 -0.4 0.2
H -0.777 2.451 -5.737 0.6 -0.7 -0.1
H -1.665 1.140 -4.811 0.6 -0.5 -0.5
H -0.340 2.019 -4.027 0.3 -0.4 -0.3
H -0.940 5.217 -3.714 -0.4 -1.1 0.2
H -1.883 6.485 -3.239 -1.3 0.0 0.1
H -0.621 6.060 -2.328 0.1 -0.7 1.4
H -3.479 6.116 -1.061 -0.3 0.3 -1.1
H -3.989 4.576 -0.599 0.7 -0.9 -0.3
H -2.343 5.354 -0.227 -0.2 -0.9 1.0
H -5.751 3.582 -4.208 0.1 -0.4 -0.6
H -6.253 3.894 -2.690 0.5 -0.6 1.5
H -4.916 4.785 -3.406 0.3 0.1 0.5
H -4.190 0.874 -2.312 -0.3 -0.6 -0.1
H -4.228 1.080 -4.072 0.0 -0.6 -0.2
H -5.720 1.285 -3.182 0.0 0.3 0.3
```
Positions in Å, forces in eV/Å.

=====

Density functional theory data (wB97M-V/def2-TZVPD) for CH3ClS2 in the gas phase in a non-equilibrium geometry.

Properties
Energy ... -1296.4274 a.u.
Energy relative to the best compared isomer or geometry (same formula, charge and spin) ... 26.1 kcal per mole
HOMO ... -9.40 eV
LUMO ... 0.54 eV

The geometry in XYZ format:
```
7
Properties=species:S:1:pos:R:3:forces:R:3
S -0.459 1.680 0.319 1.1 1.7 -0.9
C 0.452 0.256 -0.160 -0.2 -2.4 -3.0
S -0.554 -1.248 0.370 0.0 -0.5 -0.9
Cl 2.125 0.031 0.504 -0.6 0.5 -0.3
H -1.188 1.020 1.136 -1.1 -0.6 1.3
H 0.502 0.193 -1.353 0.2 0.3 2.8
H -0.878 -1.931 -0.815 0.6 1.1 0.9
```
Positions in Å, forces in eV/Å.

=====

Density functional theory data (wB97M-V/def2-TZVPD) for a molecular structure, C25H19Br2IrN4O5.

Properties
Energy ... -6811.3831 a.u.
Energy relative to the best compared isomer or geometry (same formula, charge and spin) ... 0.0 kcal per mole
Spin multiplicity ... 2
Total charge ... +1
HOMO (spin up / spin down) ... -11.19 / -11.19 eV
LUMO (spin up / spin down) ... -3.69 / -4.25 eV

The geometry in XYZ format:
```
56
Properties=species:S:1:pos:R:3:forces:R:3
Ir 0.356 -0.650 -1.024 0.3 -0.3 0.0
C -1.805 2.978 0.843 0.0 0.0 0.0
O -1.621 1.570 0.683 -0.1 -0.1 -0.1
C -2.725 0.823 0.453 0.0 0.2 0.0
C -4.017 1.305 0.322 0.0 0.1 0.0
C -5.050 0.394 0.128 0.0 -0.1 0.0
Br -6.804 1.054 -0.082 0.0 0.0 0.0
C -4.830 -0.966 0.068 -0.1 0.1 -0.1
C -3.529 -1.459 0.177 0.0 -0.3 0.0
C -2.509 -0.548 0.363 0.2 -0.1 0.1
O -1.177 -0.993 0.471 0.1 -0.1 -0.2
C -3.340 -2.919 0.032 0.1 0.3 0.1
N -4.305 -3.694 -0.370 -0.1 -0.2 0.0
C -3.756 -4.964 -0.437 0.0 0.1 0.0
C -4.339 -6.175 -0.819 -0.1 0.0 0.0
C -3.543 -7.297 -0.807 0.1 0.0 0.0
C -2.189 -7.237 -0.421 -0.1 -0.1 0.0
C -1.597 -6.055 -0.040 0.0 0.2 0.0
C -2.409 -4.920 -0.061 0.1 -0.1 0.0
N -2.163 -3.594 0.232 0.0 0.1 0.0
H -2.234 3.420 -0.057 0.0 0.0 0.0
H -0.815 3.388 1.014 0.0 0.0 0.0
H -2.441 3.186 1.704 0.0 0.0 0.0
H -4.232 2.360 0.380 0.0 0.0 0.0
H -5.638 -1.668 -0.075 0.0 0.0 0.0
H -0.780 -0.641 1.286 0.0 0.1 0.0
H -5.383 -6.219 -1.099 0.0 0.0 0.0
H -3.963 -8.252 -1.092 0.0 0.0 0.0
H -1.602 -8.145 -0.419 0.0 0.0 0.0
H -0.560 -6.015 0.266 0.0 0.0 0.0
H -1.301 -3.201 0.564 0.0 0.0 0.0
Br 1.381 2.058 -4.170 0.0 0.0 0.0
C 1.933 0.402 -3.488 0.0 -0.1 0.0
C 2.181 -0.654 -4.317 0.0 0.0 0.1
N 2.634 -1.856 -3.869 0.0 0.0 0.0
C 2.811 -2.032 -2.591 -0.1 0.1 -0.3
C 2.518 -1.020 -1.637 -0.5 0.1 0.4
C 2.091 0.253 -2.083 -0.1 0.1 -0.2
C 2.732 -1.253 -0.154 0.1 0.0 -0.2
O 3.707 -1.723 0.337 -0.1 0.0 0.1
O 1.586 -0.915 0.462 -0.1 0.0 0.1
H 2.056 -0.559 -5.388 0.0 0.0 0.0
H 3.206 -2.984 -2.254 0.0 0.0 0.0
H 2.168 1.138 -1.459 0.1 0.0 0.0
O -0.771 -0.429 -2.675 0.4 0.0 0.1
N -2.010 -0.943 -2.813 -0.1 0.0 0.1
C -3.017 -0.085 -3.013 -0.1 0.1 0.0
C -4.285 -0.566 -3.252 0.0 0.0 0.0
C -4.497 -1.936 -3.287 0.0 0.0 0.0
C -3.426 -2.795 -3.092 0.0 0.0 0.0
C -2.175 -2.274 -2.852 0.0 0.0 -0.1
H -2.747 0.960 -2.977 0.0 0.0 0.0
H -5.094 0.135 -3.403 0.0 0.0 0.0
H -5.487 -2.334 -3.459 0.0 0.0 0.0
H -3.553 -3.867 -3.108 0.0 0.0 0.0
H -1.280 -2.859 -2.697 0.0 0.0 0.0
```
Positions in Å, forces in eV/Å.

=====

Density functional theory data (wB97M-V/def2-TZVPD) for C6H3NS4 in the gas phase in a non-equilibrium geometry.

Properties
Energy ... -1877.8434 a.u.
Energy relative to the best compared isomer or geometry (same formula, charge and spin) ... 41.2 kcal per mole
HOMO ... -8.24 eV
LUMO ... -1.01 eV

The geometry in XYZ format:
```
14
Properties=species:S:1:pos:R:3:forces:R:3
S -1.465 2.817 -0.090 0.4 2.1 -0.2
C -2.068 1.358 -0.041 0.0 -2.6 0.8
S -3.754 0.996 0.076 -0.7 0.8 -0.1
S -3.585 -1.034 0.017 0.4 0.1 0.0
N -1.968 -1.037 0.005 1.3 0.4 0.4
C -1.274 0.081 0.051 -3.3 -0.6 -0.9
C 0.133 0.026 0.000 3.4 -0.3 0.1
C 0.890 -1.120 -0.093 1.0 -3.1 0.4
C 2.429 -0.923 -0.037 -11.2 9.2 -0.5
C 2.621 0.463 -0.001 -6.5 -5.7 -0.2
S 1.227 1.408 0.134 -0.5 0.0 -0.4
H 0.305 -2.241 -0.106 2.0 3.5 -0.1
H 3.028 -1.611 -0.034 6.6 -7.2 -0.1
H 3.480 0.818 0.118 7.1 3.5 0.8
```
Positions in Å, forces in eV/Å.